Molecular formula: C2H2INO3
Method: DFT, ωB97M-V with the def2-TZVPD basis set

HOMO-LUMO gap (spin up / spin down) = 0.24497 / 0.27562 hartree
E_tot = -655.35720 Eh
Molecular weight = 214.946 g/mol
Highest occupied orbital energy (spin up / spin down) = -8.732 / -9.277 eV
Energy above the lowest of the compared OMol25 structures with the same formula, charge and spin = 646.57 kJ/mol
2S+1 = 1

Cartesian coordinates (Å):
C1 -2.393 1.011 0.583
C2 -0.085 -0.327 0.160
N1 -0.771 -1.448 0.409
O1 -1.704 -1.732 -0.404
O2 -2.289 2.079 1.013
O3 -0.560 -2.126 1.406
I1 -3.815 -0.314 0.060
H1 0.679 -0.017 0.848
H2 -0.175 0.127 -0.811

=====

Molecular formula: C13H30Cl2MgO3SSi
Method: DFT, ωB97M-V with the def2-TZVPD basis set

HOMO-LUMO gap = 0.34779 hartree
E_tot = -2547.37553 Eh
Molecular weight = 389.744 g/mol
Highest occupied orbital energy = -9.133 eV
2S+1 = 1

Cartesian coordinates (Å):
Mg1 -1.540 -14.600 7.592
Cl1 -6.294 -14.499 3.972
C1 -5.251 -15.775 4.515
Cl2 -5.902 -17.317 3.824
H1 -5.202 -15.807 5.593
H2 -4.318 -15.594 4.025
C2 1.279 -12.205 5.232
C3 0.800 -13.466 5.907
C4 1.761 -14.212 6.769
C5 0.303 -14.498 4.859
O1 -0.253 -13.096 6.783
Si1 -1.420 -11.796 6.990
S1 -2.890 -12.839 8.092
O2 -0.670 -10.355 7.254
C6 -0.215 -9.805 8.515
C7 0.108 -10.993 9.400
C8 -1.286 -8.829 8.973
C9 1.086 -9.059 8.215
O3 -1.955 -11.585 5.492
C10 -2.680 -10.628 4.728
C11 -1.779 -9.491 4.376
C12 -3.858 -10.182 5.539
C13 -3.141 -11.327 3.460
H3 2.007 -12.530 4.504
H4 1.751 -11.508 5.915
H5 0.422 -11.696 4.802
H6 2.673 -14.336 6.241
H7 1.468 -15.232 6.958
H8 1.827 -13.638 7.701
H9 -0.522 -15.126 5.158
H10 1.216 -15.075 4.667
H11 -0.097 -14.108 3.748
H12 -0.725 -11.598 9.826
H13 0.658 -10.696 10.248
H14 0.664 -11.640 8.746
H15 -2.270 -9.316 9.178
H16 -1.335 -8.028 8.235
H17 -1.016 -8.367 9.924
H18 1.783 -9.674 7.671
H19 1.522 -8.654 9.117
H20 0.805 -8.194 7.589
H21 -1.464 -9.043 5.333
H22 -2.252 -8.643 3.805
H23 -0.913 -9.832 3.874
H24 -3.499 -9.710 6.452
H25 -4.473 -11.044 5.836
H26 -4.493 -9.493 4.977
H27 -2.299 -11.784 2.934
H28 -3.805 -10.698 2.906
H29 -3.789 -12.145 3.792
H30 -1.354 -16.337 7.163

=====

Molecular formula: C2H4O2
Method: DFT, ωB97M-V with the def2-TZVPD basis set

Structure (SMILES) = CC(=O)O
HOMO-LUMO gap = 0.41272 hartree
E_tot = -229.04774 Eh
Molecular weight = 60.052 g/mol
Highest occupied orbital energy = -10.601 eV
Energy above the lowest of the compared OMol25 structures with the same formula, charge and spin = 154.47 kJ/mol
2S+1 = 1

Cartesian coordinates (Å):
C1 0.473 -0.726 0.452
C2 -0.435 0.224 -0.299
O1 -1.462 -0.184 -0.851
O2 -0.092 1.562 -0.199
H1 0.047 -0.788 1.622
H2 1.600 -0.175 0.540
H3 0.441 -1.822 -0.201
H4 -0.572 1.910 -1.064

=====

Molecular formula: C19H42NOP3PrS
Method: DFT, ωB97M-V with the def2-TZVPD basis set

HOMO-LUMO gap (spin up / spin down) = 0.17755 / 0.18439 hartree
E_tot = -2817.50543 Eh
Molecular weight = 566.448 g/mol
Net charge = +3
Highest occupied orbital energy (spin up / spin down) = -14.967 / -14.967 eV
Energy above the lowest of the compared OMol25 structures with the same formula, charge and spin = 19.29 kJ/mol
2S+1 = 3
⟨S²⟩ = 2.00

Cartesian coordinates (Å):
Pr1 0.304 -0.201 -0.464
P1 -1.545 2.095 -0.140
P2 -2.024 -1.447 0.809
P3 1.997 1.809 -1.618
H1 -0.948 -2.654 -2.091
C1 0.112 -2.367 -2.132
C2 1.115 -2.820 -1.310
H2 0.976 -3.577 -0.523
C3 -2.695 2.217 -1.570
C4 -2.790 2.266 1.201
C5 -0.910 3.814 -0.136
C6 -1.729 -3.240 0.901
C7 -2.481 -1.066 2.538
C8 -3.642 -1.350 -0.045
C9 3.394 0.864 -2.349
C10 2.943 3.238 -0.984
C11 1.214 2.616 -3.072
H3 0.314 -1.707 -2.996
H4 2.157 -2.474 -1.418
H5 -3.333 3.106 -1.460
H6 -3.325 1.322 -1.634
H7 -2.124 2.297 -2.502
H8 -3.326 3.227 1.132
H9 -2.276 2.232 2.168
H10 -3.523 1.451 1.179
H11 -1.733 4.541 -0.042
H12 -0.343 4.034 -1.046
H13 -0.237 3.939 0.720
H14 -2.682 -3.780 0.944
H15 -1.160 -3.467 1.810
H16 -1.165 -3.586 0.029
H17 -3.413 -1.578 2.822
H18 -2.624 0.016 2.665
H19 -1.682 -1.402 3.211
H20 -4.349 -2.027 0.457
H21 -3.521 -1.670 -1.092
H22 -4.043 -0.323 -0.028
H23 3.880 1.417 -3.166
H24 3.054 -0.106 -2.736
H25 4.131 0.660 -1.562
H26 3.457 3.706 -1.838
H27 3.687 2.899 -0.250
H28 2.282 3.969 -0.501
H29 1.993 2.953 -3.766
H30 0.598 3.478 -2.791
H31 0.562 1.900 -3.583
C12 1.870 -1.042 -6.603
C13 1.303 -0.533 -7.793
C14 1.383 -1.281 -8.970
C15 2.010 -2.530 -8.987
C16 2.651 -2.991 -7.830
C17 2.591 -2.249 -6.647
S1 1.653 -0.193 -5.085
H32 1.011 -1.171 -4.365
H33 0.789 0.431 -7.776
H34 0.958 -0.908 -9.902
H35 2.064 -3.129 -9.907
H36 3.212 -3.925 -7.821
H37 3.060 -2.610 -5.723
C18 1.645 0.866 3.734
C19 1.383 -0.328 2.885
N1 1.476 -1.537 3.451
O1 1.084 -0.273 1.640
H38 2.168 0.589 4.658
H39 0.710 1.341 4.063
H40 2.267 1.601 3.206
H41 1.368 -2.364 2.868
H42 1.647 -1.655 4.441

=====

Molecular formula: C33H25N4O6PPbSe2
Method: DFT, ωB97M-V with the def2-TZVPD basis set

HOMO-LUMO gap = 0.23085 hartree
E_tot = -7280.30435 Eh
Molecular weight = 969.679 g/mol
Net charge = -2
Highest occupied orbital energy = -2.068 eV
2S+1 = 1

Cartesian coordinates (Å):
Pb1 -0.516 0.190 -0.281
C1 2.214 -3.337 1.347
C2 1.218 -2.217 1.204
N1 1.407 -1.215 0.404
N2 2.527 -1.114 -0.286
C3 2.648 0.024 -0.981
O1 1.921 1.027 -0.874
C4 3.823 0.022 -1.889
C5 4.011 1.078 -2.773
C6 5.081 1.069 -3.648
C7 5.974 0.010 -3.649
C8 5.786 -1.050 -2.777
C9 4.718 -1.044 -1.900
C10 0.042 -2.155 2.032
C11 -0.286 -3.152 2.965
C12 -1.330 -2.940 3.841
C13 -2.023 -1.738 3.791
C14 -1.675 -0.827 2.807
N3 -0.700 -1.039 1.949
H1 3.050 -3.103 0.693
H2 1.780 -4.288 1.037
H3 2.570 -3.426 2.374
H4 3.305 1.895 -2.772
H5 5.216 1.889 -4.341
H6 6.819 0.010 -4.328
H7 6.473 -1.888 -2.789
H8 4.552 -1.863 -1.221
H9 0.282 -4.070 2.994
H10 -1.594 -3.696 4.571
H11 -2.824 -1.517 4.478
H12 -2.200 0.109 2.700
O2 -4.374 -5.151 -1.189
C15 -3.572 -4.049 -1.020
C16 -2.344 -3.940 -1.658
C17 -1.582 -2.797 -1.460
N4 -1.994 -1.811 -0.679
C18 -3.177 -1.889 -0.086
C19 -3.998 -3.001 -0.214
C20 -3.677 -0.639 0.673
O3 -4.713 -0.780 1.328
O4 -2.995 0.397 0.529
C21 -0.262 -2.599 -2.246
O5 0.107 -3.567 -2.917
O6 0.265 -1.473 -2.152
H13 -3.956 -5.726 -1.842
H14 -1.959 -4.700 -2.326
H15 -4.948 -3.019 0.297
Se1 0.233 2.295 1.665
P1 1.378 3.434 0.196
Se2 0.868 3.742 -1.849
C22 1.346 5.114 0.956
C23 0.507 6.089 0.439
C24 0.461 7.349 1.006
C25 1.257 7.645 2.099
C26 2.061 6.659 2.647
C27 2.103 5.397 2.084
C28 3.161 3.046 0.337
C29 3.637 2.035 1.155
C30 4.962 1.654 1.072
C31 5.815 2.287 0.182
C32 5.346 3.324 -0.606
C33 4.020 3.702 -0.528
H16 -0.095 5.853 -0.428
H17 -0.193 8.105 0.592
H18 1.242 8.638 2.532
H19 2.660 6.880 3.521
H20 2.720 4.622 2.520
H21 2.952 1.525 1.820
H22 5.329 0.838 1.682
H23 6.842 1.957 0.084
H24 6.007 3.820 -1.303
H25 3.624 4.483 -1.163

=====

Molecular formula: C4H10N2O
Method: DFT, ωB97M-V with the def2-TZVPD basis set

HOMO-LUMO gap (spin up / spin down) = 0.38735 / 0.21499 hartree
E_tot = -342.82500 Eh
Molecular weight = 102.137 g/mol
Net charge = +1
Highest occupied orbital energy (spin up / spin down) = -14.328 / -14.280 eV
Energy above the lowest of the compared OMol25 structures with the same formula, charge and spin = 114.35 kJ/mol
2S+1 = 2
⟨S²⟩ = 0.75

Cartesian coordinates (Å):
O1 0.238 1.512 1.822
C1 0.059 0.500 1.078
N1 -1.053 -0.181 1.115
C2 -1.456 -1.154 0.031
N2 -1.909 -0.529 -1.142
C3 1.291 0.076 0.314
C4 1.938 1.107 -0.649
H1 -1.748 0.037 1.817
H2 -0.603 -1.799 -0.160
H3 -2.195 -1.793 0.511
H4 -2.886 -0.623 -1.349
H5 -1.261 -0.514 -1.905
H6 1.195 -0.969 0.045
H7 2.011 0.131 1.088
H8 2.901 1.408 -0.272
H9 2.099 0.748 -1.652
H10 1.379 2.042 -0.692